No. 1
Here is a 13-piece molecular cluster, C25H76N12O13 overall from the OMol25 dataset. Energies are from ωB97M-V/def2-TZVPD.

Results
E_HOMO in eV: -8.33
Total charge: 0
Energy above the lowest of the compared OMol25 structures with the same formula, charge and spin in kJ/mol: 0.0

Element x y z (Å)
C1 4.85 -1.80 -1.57
O1 4.54 -2.13 -0.30
H1 4.59 -2.68 -2.26
H2 5.92 -1.67 -1.65
H3 4.32 -0.94 -1.90
H4 4.60 -1.33 0.21
C2 -2.64 3.76 -1.34
O2 -1.40 3.15 -1.63
N1 -2.84 4.98 -0.93
N2 -3.78 3.10 -1.31
H5 -2.08 5.68 -0.96
H6 -3.76 5.32 -0.78
H7 -3.74 2.08 -1.49
H8 -4.48 3.50 -0.72
C3 -1.22 -1.97 -3.38
O3 -2.29 -1.14 -3.59
N3 -1.24 -3.26 -3.53
N4 0.00 -1.47 -3.22
H9 -2.21 -3.59 -3.39
H10 -0.59 -4.01 -3.22
H11 0.06 -0.50 -3.15
H12 0.79 -2.10 -2.95
C4 2.62 3.26 1.72
O4 3.06 3.38 3.05
N5 1.45 3.45 1.28
N6 3.31 2.66 0.78
H13 0.68 3.70 1.96
H14 1.29 3.70 0.33
H15 4.11 2.08 1.01
H16 2.88 2.50 -0.09
C5 -0.24 2.15 -4.52
O5 -0.02 1.88 -5.88
N7 -0.92 1.31 -3.82
N8 0.20 3.16 -3.84
H17 -1.26 0.48 -4.23
H18 -1.21 1.55 -2.87
H19 0.85 3.87 -4.32
H20 -0.14 3.34 -2.94
C6 -2.26 -0.91 2.83
O6 -2.64 -0.90 1.49
N9 -2.89 -1.47 3.80
N10 -1.18 -0.36 3.28
H21 -3.60 -2.11 3.44
H22 -2.47 -1.68 4.68
H23 -0.60 0.09 2.57
H24 -0.97 -0.35 4.30
C7 1.99 -4.15 -1.82
O7 2.14 -3.32 -2.90
N11 2.58 -3.98 -0.70
N12 1.30 -5.24 -1.83
H25 3.25 -3.20 -0.60
H26 2.80 -4.79 -0.08
H27 0.92 -5.53 -2.76
H28 0.96 -5.83 -1.03
C8 -4.57 0.66 0.19
C9 -4.22 -0.18 -1.06
C10 -5.39 -0.75 -1.81
O8 -3.58 0.47 -1.91
H29 -3.65 1.13 0.51
H30 -4.82 0.02 1.04
H31 -5.31 1.48 0.15
H32 -3.65 -1.02 -0.74
H33 -5.19 -1.45 -2.63
H34 -6.01 0.06 -2.16
H35 -5.93 -1.28 -1.12
H36 -3.21 -0.18 -2.54
C11 4.42 1.51 -1.76
C12 3.21 1.93 -2.60
C13 2.56 0.75 -3.28
O9 2.25 2.54 -2.03
H37 5.05 2.43 -1.49
H38 5.13 0.95 -2.37
H39 4.11 0.92 -0.87
H40 3.61 2.67 -3.31
H41 1.84 0.22 -2.65
H42 3.18 -0.04 -3.57
H43 2.13 1.08 -4.26
H44 1.69 2.83 -2.76
C14 -2.46 3.14 4.22
C15 -1.34 3.19 3.16
C16 -1.92 3.19 1.79
O10 -0.45 4.06 3.26
H45 -3.11 2.35 3.97
H46 -3.08 4.04 4.27
H47 -2.21 2.95 5.22
H48 -0.79 2.28 3.23
H49 -1.34 2.84 0.97
H50 -2.38 4.21 1.61
H51 -2.67 2.42 1.80
H52 0.22 3.70 3.92
C17 -0.96 -3.42 -0.40
C18 -0.51 -3.64 1.00
C19 -1.40 -4.49 1.88
O11 0.64 -4.13 1.16
H53 -0.33 -2.63 -0.69
H54 -2.02 -3.16 -0.40
H55 -0.91 -4.28 -1.13
H56 -0.40 -2.68 1.46
H57 -1.66 -5.46 1.48
H58 -2.29 -3.92 2.04
H59 -1.00 -4.61 2.85
H60 1.19 -3.74 0.44
C20 2.63 0.13 3.55
C21 2.34 -1.12 4.38
C22 1.65 -2.26 3.60
O12 3.34 -1.62 4.90
H61 3.29 -0.11 2.75
H62 3.04 0.98 4.11
H63 1.74 0.55 3.11
H64 1.75 -0.77 5.20
H65 2.39 -2.83 3.01
H66 0.82 -1.88 2.93
H67 1.25 -2.84 4.37
H68 3.91 -0.98 5.23
C23 1.59 -0.61 0.07
C24 0.54 0.50 0.14
C25 -0.73 0.27 -0.61
O13 0.35 0.96 1.27
H69 2.61 -0.23 0.13
H70 1.47 -1.22 -0.83
H71 1.42 -1.36 0.82
H72 0.96 1.32 -0.41
H73 -1.12 -0.70 -0.28
H74 -0.62 0.27 -1.65
H75 -1.39 1.13 -0.45
H76 0.88 1.78 1.33


No. 2
Here is a 13-piece molecular cluster, C25H76N8O13 overall from the OMol25 dataset. Energies are from ωB97M-V/def2-TZVPD.

Results
E_HOMO in eV: -8.71
Total charge: 0
Energy above the lowest of the compared OMol25 structures with the same formula, charge and spin in kJ/mol: 1102.3

Element x y z (Å)
C1 1.16 2.35 -4.00
O1 2.17 1.40 -4.36
H1 0.29 2.34 -4.64
H2 1.63 3.34 -3.97
H3 0.86 2.27 -3.00
H4 1.70 0.57 -4.15
C2 -1.69 5.65 0.85
O2 -2.52 5.63 1.98
H5 -2.29 5.64 -0.06
H6 -1.10 4.74 0.90
H7 -0.94 6.44 0.77
H8 -2.78 6.52 2.35
C3 -3.30 -0.14 2.67
O3 -3.15 0.54 3.94
H9 -2.45 -0.84 2.41
H10 -3.49 0.55 1.85
H11 -4.20 -0.77 2.70
H12 -3.14 -0.10 4.66
C4 0.28 -1.22 -4.18
O4 -0.80 -0.70 -4.92
N1 1.55 -1.26 -4.58
N2 0.03 -1.61 -3.02
H13 1.75 -1.23 -5.58
H14 2.21 -1.71 -3.96
H15 -0.99 -1.65 -2.94
H16 0.70 -2.11 -2.39
C5 2.51 -0.32 3.70
O5 2.30 1.03 3.89
N3 3.15 -1.07 4.56
N4 1.90 -1.02 2.83
H17 3.56 -0.68 5.40
H18 3.33 -2.06 4.39
H19 1.33 -0.49 2.18
H20 2.25 -1.93 2.45
C6 -0.77 2.78 3.56
O6 0.18 3.75 3.22
N5 -0.54 1.54 4.00
N6 -2.01 3.09 3.57
H21 0.44 1.57 4.30
H22 -1.29 0.93 4.36
H23 -2.32 3.95 3.10
H24 -2.62 2.33 3.71
C7 -0.26 -0.04 0.26
O7 -0.32 -1.39 0.70
N7 -0.19 0.35 -0.95
N8 -0.40 0.95 1.08
H25 -0.03 -0.26 -1.79
H26 -0.50 1.31 -1.15
H27 -0.62 0.71 2.10
H28 -0.48 1.85 0.69
C8 2.24 3.43 -0.97
C9 1.73 3.92 0.38
C10 2.61 3.28 1.43
O8 1.56 5.12 0.56
H29 3.28 3.52 -1.05
H30 1.65 3.94 -1.79
H31 1.94 2.39 -0.98
H32 0.71 3.52 0.50
H33 2.48 2.17 1.56
H34 2.54 3.63 2.41
H35 3.62 3.39 1.02
H36 1.27 5.35 1.44
C11 -2.62 -4.03 2.43
C12 -1.17 -3.69 2.86
C13 -0.71 -4.60 3.97
O9 -0.36 -3.80 1.89
H37 -3.26 -4.10 3.24
H38 -2.54 -5.03 1.93
H39 -2.92 -3.28 1.72
H40 -1.10 -2.72 3.31
H41 -1.22 -4.62 4.99
H42 0.40 -4.56 4.12
H43 -0.91 -5.62 3.71
H44 -0.35 -2.89 1.61
C14 0.57 -5.16 -2.75
C15 1.42 -4.51 -1.61
C16 2.73 -4.03 -2.24
O10 0.86 -3.60 -0.98
H45 1.14 -5.93 -3.35
H46 0.04 -4.43 -3.38
H47 -0.17 -5.75 -2.31
H48 1.70 -5.26 -0.90
H49 3.21 -4.83 -2.83
H50 3.42 -3.54 -1.64
H51 2.43 -3.24 -2.94
H52 0.01 -3.86 -0.68
C17 -2.45 -3.35 -1.19
C18 -3.18 -2.11 -1.79
C19 -3.56 -1.16 -0.75
O11 -2.56 -1.47 -2.69
H53 -3.16 -4.04 -0.89
H54 -1.84 -3.14 -0.36
H55 -1.87 -3.99 -1.77
H56 -4.08 -2.52 -2.13
H57 -2.62 -0.74 -0.26
H58 -4.15 -1.69 0.03
H59 -4.07 -0.29 -1.07
H60 -3.14 -0.81 -3.05
C20 -2.26 2.39 -3.05
C21 -2.02 3.24 -1.86
C22 -2.96 2.85 -0.73
O12 -0.84 3.35 -1.44
H61 -2.11 1.34 -2.98
H62 -1.66 2.78 -3.90
H63 -3.32 2.53 -3.27
H64 -2.35 4.29 -2.08
H65 -4.02 3.00 -1.10
H66 -2.77 3.54 0.12
H67 -2.84 1.81 -0.45
H68 -0.51 4.22 -1.74
C23 3.10 -0.25 -1.43
C24 4.46 -0.41 -0.79
C25 4.47 0.43 0.45
O13 4.81 -1.55 -0.35
H69 2.99 -0.81 -2.47
H70 3.14 0.78 -1.78
H71 2.24 -0.44 -0.78
H72 5.21 0.05 -1.32
H73 4.09 1.37 0.06
H74 5.44 0.57 0.95
H75 3.77 -0.01 1.26
H76 4.33 -1.87 0.36


No. 3
Here is C26H16Br3FeN3O2 as an isolated structure from the OMol25 dataset. Energies are from ωB97M-V/def2-TZVPD.

Results
<S²>: 0.79
E_HOMO (alpha / beta) in eV: -10.30 / -10.29
Total charge: +1
Multiplicity: 2

Element x y z (Å)
Fe1 0.75 0.21 0.86
Br1 -5.47 3.77 2.58
C1 -3.72 3.12 2.26
C2 -2.64 4.03 2.24
C3 -1.37 3.59 2.01
C4 -1.09 2.22 1.75
O1 0.14 1.87 1.49
C5 -2.18 1.32 1.81
C6 -2.02 -0.09 1.67
N1 -0.90 -0.68 1.41
C7 -0.83 -2.11 1.27
C8 -1.86 -3.00 1.30
C9 -1.61 -4.39 1.14
C10 -0.35 -4.86 0.97
C11 0.74 -3.96 0.95
C12 2.10 -4.36 0.83
C13 3.09 -3.42 0.85
C14 2.73 -2.06 0.95
N2 1.49 -1.65 1.04
C15 0.49 -2.59 1.07
C16 -3.49 1.80 2.07
H1 -2.83 5.08 2.42
H2 -0.53 4.28 2.00
H3 -2.92 -0.68 1.78
H4 -2.88 -2.68 1.46
H5 -2.45 -5.07 1.16
H6 -0.16 -5.92 0.85
H7 2.34 -5.41 0.74
H8 4.13 -3.69 0.78
H9 3.49 -1.28 0.96
H10 -4.31 1.09 2.11
C17 -1.82 -0.30 -1.51
C18 -0.61 0.41 -2.01
C19 -0.58 0.87 -3.34
C20 0.50 1.53 -3.83
C21 1.60 1.75 -2.98
C22 2.81 2.43 -3.37
Br2 2.99 3.10 -5.09
C23 3.86 2.61 -2.49
C24 3.78 2.14 -1.19
Br3 5.18 2.37 -0.01
C25 2.60 1.46 -0.74
O2 2.47 1.00 0.41
C26 1.50 1.27 -1.68
N3 0.42 0.61 -1.19
H11 -2.56 -0.42 -2.30
H12 -2.27 0.27 -0.70
H13 -1.55 -1.29 -1.12
H14 -1.44 0.69 -3.97
H15 0.53 1.89 -4.85
H16 4.75 3.13 -2.82


No. 4
Here is C26H16F5N5OSW as an isolated structure from the OMol25 dataset. Energies are from ωB97M-V/def2-TZVPD.

Results
E_HOMO in eV: -6.76
Total charge: 0
Energy above the lowest of the compared OMol25 structures with the same formula, charge and spin in kJ/mol: 91.4

Element x y z (Å)
W1 -0.46 -1.44 -0.89
F1 -0.64 -8.49 1.51
C1 -0.25 -7.30 1.04
C2 -0.96 -6.16 1.34
F2 -2.04 -6.23 2.13
C3 -0.55 -4.93 0.85
F3 -1.28 -3.88 1.23
C4 0.57 -4.78 0.03
S1 1.19 -3.30 -0.69
C5 1.26 -5.97 -0.25
F4 2.35 -5.93 -1.02
C6 0.87 -7.20 0.24
F5 1.56 -8.29 -0.07
N1 1.77 8.82 -1.96
C7 1.53 7.70 -1.85
C8 1.23 6.30 -1.72
C9 0.62 5.61 -2.76
C10 0.33 4.27 -2.63
C11 0.65 3.59 -1.46
C12 1.27 4.28 -0.42
C13 1.56 5.63 -0.54
C14 0.34 2.14 -1.31
C15 1.42 1.26 -1.36
C16 2.76 1.62 -1.57
C17 3.51 0.47 -1.52
C18 2.61 -0.57 -1.27
N2 1.34 -0.13 -1.17
C19 -1.00 1.81 -1.16
C20 -2.10 2.71 -1.13
C21 -3.23 1.95 -1.06
C22 -2.80 0.60 -1.03
N3 -1.47 0.50 -1.08
H1 0.38 6.14 -3.68
H2 -0.15 3.73 -3.43
H3 1.53 3.75 0.49
H4 2.04 6.17 0.27
H5 3.11 2.63 -1.75
H6 4.58 0.36 -1.64
H7 2.86 -1.61 -1.16
H8 -2.03 3.79 -1.18
H9 -4.26 2.28 -1.03
H10 -3.41 -0.29 -1.00
C23 -2.40 -0.38 4.20
N4 -1.43 -0.72 3.17
C24 -0.11 -1.03 3.35
C25 0.40 -1.31 2.12
N5 -0.60 -1.15 1.19
C26 -1.69 -0.78 1.85
H11 -1.89 -0.40 5.16
H12 -3.21 -1.09 4.20
H13 -2.79 0.63 4.03
H14 0.34 -1.05 4.33
H15 1.39 -1.62 1.83
H16 -2.65 -0.58 1.41
O1 -1.97 -2.12 -1.22


No. 5
Here is C26H16N6O7Pd as an isolated structure from the OMol25 dataset. Energies are from ωB97M-V/def2-TZVPD.

Results
E_HOMO (alpha / beta) in eV: -6.59 / -6.59
Total charge: 0
Energy above the lowest of the compared OMol25 structures with the same formula, charge and spin in kJ/mol: 281.9

Element x y z (Å)
Pd1 0.71 -0.22 -0.16
O1 0.65 -4.24 0.92
C1 0.39 -3.17 0.39
N1 1.27 -2.24 -0.07
C2 2.56 -2.51 -0.36
C3 3.09 -3.81 -0.55
C4 4.39 -3.98 -0.90
C5 5.25 -2.87 -1.07
C6 4.80 -1.60 -0.88
C7 3.44 -1.36 -0.52
N2 2.89 -0.14 -0.36
C8 3.68 0.96 -0.13
O2 4.82 0.94 0.30
C9 3.04 2.30 -0.43
C10 3.74 3.44 -0.06
C11 3.21 4.68 -0.35
C12 1.99 4.73 -1.02
C13 1.36 3.54 -1.35
N3 1.86 2.34 -1.05
C14 -1.06 -2.80 0.17
C15 -2.04 -3.64 0.69
C16 -3.36 -3.39 0.37
C17 -3.66 -2.34 -0.48
C18 -2.62 -1.55 -0.93
N4 -1.34 -1.74 -0.60
H1 2.43 -4.66 -0.41
H2 4.78 -4.98 -1.06
H3 6.28 -3.03 -1.36
H4 5.45 -0.76 -1.00
H5 4.69 3.32 0.45
H6 3.72 5.58 -0.07
H7 1.54 5.68 -1.29
H8 0.41 3.54 -1.86
H9 -1.73 -4.47 1.31
H10 -4.14 -4.03 0.76
H11 -4.67 -2.13 -0.79
H12 -2.81 -0.72 -1.61
O3 1.11 3.63 2.25
N5 0.70 2.59 1.88
O4 1.14 1.49 1.92
O5 -0.63 2.75 1.30
O6 -1.54 0.53 2.80
C19 -1.97 0.90 1.75
N6 -1.15 1.57 0.74
C20 -2.03 1.98 -0.35
O7 -1.69 2.64 -1.28
C21 -3.36 1.42 -0.05
C22 -4.52 1.46 -0.80
C23 -5.65 0.86 -0.26
C24 -5.61 0.24 0.99
C25 -4.45 0.19 1.74
C26 -3.33 0.79 1.19
H13 -4.54 1.94 -1.77
H14 -6.58 0.88 -0.81
H15 -6.52 -0.20 1.39
H16 -4.40 -0.29 2.70


No. 6
Here is C26H17CuF3N2OS5Sb as an isolated structure from the OMol25 dataset. Energies are from ωB97M-V/def2-TZVPD.

Results
E_HOMO in eV: -1.15
Total charge: -2
Energy above the lowest of the compared OMol25 structures with the same formula, charge and spin in kJ/mol: 4.0

Element x y z (Å)
Cu1 2.85 0.12 0.23
O1 -0.21 4.79 3.91
C1 0.26 3.92 3.20
S1 0.83 4.18 1.55
C2 1.34 2.53 1.20
C3 1.18 1.64 2.19
S2 1.58 -0.07 2.14
S3 0.50 2.25 3.70
S4 2.00 2.22 -0.40
C4 5.64 1.26 0.79
C5 5.73 0.03 -0.06
C6 6.94 -0.49 -0.49
C7 6.87 -1.65 -1.25
N1 5.75 -2.25 -1.58
C8 4.58 -1.70 -1.14
S5 3.07 -2.38 -1.54
N2 4.58 -0.56 -0.36
H1 6.63 1.72 0.92
H2 5.23 1.01 1.77
H3 4.95 1.97 0.34
H4 7.88 -0.02 -0.24
H5 7.79 -2.11 -1.61
F1 -3.62 -4.88 2.88
C9 -2.94 -3.96 2.14
C10 -2.00 -3.17 2.76
C11 -1.32 -2.22 2.00
C12 -1.59 -2.05 0.63
C13 -2.53 -2.90 0.05
C14 -3.22 -3.86 0.80
Sb1 -0.46 -0.57 -0.53
C15 -1.94 -0.62 -2.18
C16 -1.48 -0.97 -3.45
C17 -2.34 -1.03 -4.55
C18 -3.67 -0.73 -4.36
F2 -4.52 -0.79 -5.42
C19 -4.18 -0.38 -3.12
C20 -3.30 -0.33 -2.04
C21 -1.55 1.12 0.29
C22 -2.13 1.16 1.55
C23 -2.87 2.26 1.98
C24 -3.01 3.33 1.12
F3 -3.74 4.40 1.52
C25 -2.43 3.35 -0.13
C26 -1.69 2.25 -0.53
H6 -1.80 -3.29 3.82
H7 -0.56 -1.61 2.47
H8 -2.75 -2.82 -1.01
H9 -3.95 -4.51 0.34
H10 -0.43 -1.20 -3.60
H11 -1.98 -1.29 -5.54
H12 -5.23 -0.16 -3.02
H13 -3.69 -0.04 -1.07
H14 -2.01 0.32 2.23
H15 -3.31 2.29 2.96
H16 -2.53 4.23 -0.75
H17 -1.21 2.27 -1.50